Molecular formula: C3H6N2O
Method: DFT, ωB97M-V/def2-TZVPD

The geometry in XYZ format:
```
12
C3H6N2O ωB97M-V/def2-TZVPD
O -2.725 0.308 0.550
N 1.168 -1.661 -0.492
N -0.573 -0.426 0.468
C 1.649 0.548 0.307
C 0.721 -0.592 0.009
C -1.576 0.081 -0.057
H -1.598 0.711 -1.044
H -3.136 0.895 -0.187
H 1.581 0.821 1.359
H 0.448 -2.345 -0.713
H 2.667 0.239 0.088
H 1.375 1.421 -0.287
```

The orbital gap comes out at 0.3683 hartree. The energy above the lowest of the compared OMol25 structures with the same formula, charge and spin comes out at 44.22 kcal per mole. As for the SMILES: [H]/N=C(C)\N=C\O. The lowest unoccupied orbital energy comes out at 0.36 eV.


Molecular formula: C3H6N2O
Method: DFT, ωB97M-V/def2-TZVPD

The geometry in XYZ format:
```
12
C3H6N2O ωB97M-V/def2-TZVPD
O -1.619 0.063 -0.341
N -0.654 1.636 1.186
N 1.579 -0.537 0.396
C 0.503 0.001 -0.392
C -0.618 0.769 0.279
C -0.660 -0.909 -0.846
H -0.785 -1.080 -1.918
H -0.738 -1.847 -0.288
H 2.388 0.071 0.333
H 0.906 0.552 -1.247
H -1.616 1.837 1.462
H 1.313 -0.556 1.376
```

The orbital gap comes out at 0.3976 hartree. The energy above the lowest of the compared OMol25 structures with the same formula, charge and spin comes out at 40.39 kcal per mole. The lowest unoccupied orbital energy comes out at 0.97 eV.


Molecular formula: C3H6N2O
Method: DFT, ωB97M-V/def2-TZVPD

The geometry in XYZ format:
```
12
C3H6N2O ωB97M-V/def2-TZVPD
O 1.274 -0.958 0.721
N -1.305 -0.374 0.711
N 3.480 -0.081 -1.649
C -1.209 0.657 -0.338
C 2.784 -0.098 -0.717
C 1.722 0.163 0.254
H 0.374 -0.751 1.131
H -1.681 -1.231 0.312
H -1.963 -0.081 1.426
H -0.737 0.221 -1.223
H -0.557 1.462 0.006
H -2.182 1.068 -0.634
```

The orbital gap comes out at 0.3261 hartree. The energy above the lowest of the compared OMol25 structures with the same formula, charge and spin comes out at 90.22 kcal per mole. The lowest unoccupied orbital energy comes out at -0.29 eV.


Molecular formula: C3H6N2O
Method: DFT, ωB97M-V/def2-TZVPD

The geometry in XYZ format:
```
12
C3H6N2O ωB97M-V/def2-TZVPD
O -2.737 0.921 -0.043
N 1.149 -0.536 -0.047
N -1.174 -0.765 -0.113
C 2.233 0.401 0.019
C -0.001 0.021 -0.073
C -2.430 -0.262 0.011
H 2.143 1.161 -0.846
H -3.207 -1.074 0.242
H 2.193 0.985 0.957
H -1.094 -1.794 0.068
H -0.231 1.113 -0.059
H 3.158 -0.172 -0.117
```

The orbital gap comes out at 0.3907 hartree. The energy above the lowest of the compared OMol25 structures with the same formula, charge and spin comes out at 28.25 kcal per mole. As for the SMILES: C/N=C/NC=O. The lowest unoccupied orbital energy comes out at 0.92 eV.


Molecular formula: C3H6N2O
Method: DFT, ωB97M-V/def2-TZVPD

The geometry in XYZ format:
```
12
C3H6N2O ωB97M-V/def2-TZVPD
O -1.764 1.087 0.776
N 0.133 -0.153 0.566
N 0.887 2.182 -2.151
C -1.203 0.035 0.508
C 0.829 -1.302 0.026
C 0.018 2.260 -1.395
H 0.677 0.645 0.868
H 1.391 -1.830 0.804
H 1.515 -0.993 -0.769
H -0.783 2.281 -0.669
H -1.750 -0.866 0.175
H 0.097 -1.991 -0.405
```

The orbital gap comes out at 0.4128 hartree. The energy above the lowest of the compared OMol25 structures with the same formula, charge and spin comes out at 30.23 kcal per mole. As for the SMILES: CNC=O.C#N. The lowest unoccupied orbital energy comes out at 0.91 eV.


Molecular formula: C3H6N2O
Method: DFT, ωB97M-V/def2-TZVPD

The geometry in XYZ format:
```
12
C3H6N2O ωB97M-V/def2-TZVPD
O 0.664 2.969 0.221
N 1.020 -0.599 0.037
N 1.153 -1.097 1.263
C -0.363 -0.393 -0.372
C 0.597 1.827 -0.032
C -0.293 1.064 -0.873
H 0.558 0.814 -1.600
H 0.462 -0.818 1.856
H -1.108 -0.331 0.327
H 2.063 -1.217 1.700
H -0.565 -1.057 -1.259
H -1.231 1.556 -1.250
```

The orbital gap (alpha / beta) comes out at 0.2856 / 0.3794 hartree. The energy above the lowest of the compared OMol25 structures with the same formula, charge and spin comes out at 4.88 kcal per mole. The lowest unoccupied orbital energy (alpha / beta) comes out at 0.99 / 0.13 eV. The multiplicity is 3.


Molecular formula: C3H6N2O2
Method: DFT, ωB97M-V/def2-TZVPD

The geometry in XYZ format:
```
13
C3H6N2O2 ωB97M-V/def2-TZVPD
O -0.712 0.197 0.649
O -0.375 -1.766 -0.540
N -0.192 -1.151 0.615
N 1.816 -0.422 -0.031
C -0.134 0.870 1.715
C 0.177 -1.202 -1.659
C 1.556 -0.648 -1.208
H 0.780 1.356 1.327
H 2.086 -0.468 -2.048
H -0.867 1.604 2.182
H -0.368 -0.344 -2.134
H 0.406 -1.956 -2.430
H 0.084 -0.008 2.529
```

The orbital gap (alpha / beta) comes out at 0.3451 / 0.3205 hartree. The energy above the lowest of the compared OMol25 structures with the same formula, charge and spin comes out at 189.25 kcal per mole. The lowest unoccupied orbital energy (alpha / beta) comes out at 0.32 / -0.13 eV.


Molecular formula: C3H6N2O2
Method: DFT, ωB97M-V/def2-TZVPD

The geometry in XYZ format:
```
13
C3H6N2O2 ωB97M-V/def2-TZVPD
O 2.257 1.430 -0.589
O 0.548 -1.500 0.023
N 0.000 1.371 -0.905
N -1.609 -0.936 0.371
C -0.671 -1.981 0.160
C 1.043 -0.256 0.599
C 1.175 0.927 -0.358
H 0.073 2.266 -1.364
H -1.778 -0.608 -0.576
H -0.850 1.185 -0.392
H 0.417 0.004 1.461
H -2.486 -1.347 0.667
H 2.056 -0.491 0.931
```

The orbital gap comes out at 0.3453 hartree. The energy above the lowest of the compared OMol25 structures with the same formula, charge and spin comes out at 82.91 kcal per mole. The lowest unoccupied orbital energy comes out at 0.66 eV.


Molecular formula: C3H6N2O2
Method: DFT, ωB97M-V/def2-TZVPD

The geometry in XYZ format:
```
13
C3H6N2O2 ωB97M-V/def2-TZVPD
O 0.049 0.588 1.606
O 0.914 1.625 -1.597
N -0.081 -0.385 -1.667
N -0.140 -1.478 0.717
C 0.268 0.762 -1.025
C 0.296 -0.721 1.626
C -0.358 1.168 0.339
H -0.068 2.205 0.485
H -0.642 -1.099 -1.227
H 0.918 -1.024 2.477
H 0.254 -2.405 0.765
H -1.440 1.126 0.170
H 0.029 -0.362 -2.669
```

The orbital gap comes out at 0.3879 hartree. The energy above the lowest of the compared OMol25 structures with the same formula, charge and spin comes out at 42.20 kcal per mole. As for the SMILES: [H]/N=C/OCC(N)=O. The lowest unoccupied orbital energy comes out at 0.83 eV.


Molecular formula: C3H6N2O2
Method: DFT, ωB97M-V/def2-TZVPD

The geometry in XYZ format:
```
13
C3H6N2O2 ωB97M-V/def2-TZVPD
O 1.292 -0.011 -1.522
O -0.724 -0.795 -1.621
N -0.264 1.228 -0.275
N -0.320 1.183 1.326
C 0.007 -0.118 1.636
C 0.343 -0.886 0.597
C 0.144 -0.154 -0.741
H 1.339 -0.765 -2.183
H -1.190 1.405 1.775
H 0.328 1.898 -0.711
H -1.587 -0.675 -1.394
H 0.654 -1.951 0.492
H -0.021 -0.359 2.620
```

The orbital gap comes out at 0.3493 hartree. The energy above the lowest of the compared OMol25 structures with the same formula, charge and spin comes out at 86.77 kcal per mole. As for the SMILES: OC1(O)C=CNN1. The lowest unoccupied orbital energy comes out at 0.89 eV.


Molecular formula: C3H6N2O2
Method: DFT, ωB97M-V/def2-TZVPD

The geometry in XYZ format:
```
13
C3H6N2O2 ωB97M-V/def2-TZVPD
O 1.076 0.008 1.127
O -1.867 0.701 1.338
N -1.699 -0.120 -0.787
N 1.264 0.343 -1.137
C -0.065 -0.818 0.888
C 1.666 0.533 0.051
C -1.293 0.021 0.510
H -2.414 0.533 -1.079
H 1.865 0.836 -1.792
H 0.174 -1.569 0.130
H 2.526 1.131 0.362
H -0.962 -0.304 -1.457
H -0.271 -1.296 1.847
```

The orbital gap comes out at 0.3914 hartree. The energy above the lowest of the compared OMol25 structures with the same formula, charge and spin comes out at 29.80 kcal per mole. As for the SMILES: [H]/N=C/OCC(N)=O. The lowest unoccupied orbital energy comes out at 0.88 eV.


Molecular formula: C3H6N2O2
Method: DFT, ωB97M-V/def2-TZVPD

The geometry in XYZ format:
```
13
C3H6N2O2 ωB97M-V/def2-TZVPD
O -2.886 -0.381 -0.415
O -1.936 -0.049 1.560
N -0.054 1.607 0.164
N 1.229 -1.729 0.122
C 0.540 -1.390 -0.861
C -1.941 0.019 0.181
C -0.755 0.632 -0.479
H 0.252 -1.805 -1.832
H 1.860 -2.499 0.020
H -0.343 1.625 1.118
H -1.107 0.053 1.898
H -1.127 0.912 -1.518
H 0.816 1.956 -0.202
```

The orbital gap comes out at 0.2953 hartree. The energy above the lowest of the compared OMol25 structures with the same formula, charge and spin comes out at 113.07 kcal per mole. The lowest unoccupied orbital energy comes out at 0.33 eV.